Entry 1:
2 unconnected molecules or ions with the total composition C2H7N2O2 at a distorted geometry, computed with ωB97M-V with the def2-TZVPD basis set.

The HOMO energy (alpha / beta) comes out at -9.2355 / -9.2346 eV. The largest force on an atom is 0.0664 hartree/bohr. The value obtained for the LUMO energy (alpha / beta) is 0.68 / -3.70 eV. Its HOMO-LUMO gap (alpha / beta) is 9.91 / 5.53 eV. Its molecular weight is 91.09 g mol⁻¹. Its spin multiplicity is 2.

Last column: Mulliken charge in e.
Positions of all 13 atoms, in Å:
N (1.0923, 0.5110, 0.0005)  -0.576
C (1.8136, 0.4631, 1.2999)  -0.243
N (1.5411, -0.7512, 2.1432)  -0.657
H (1.5204, -0.1022, -0.6545)  0.234
H (0.1143, 0.1258, 0.0851)  0.181
H (1.6736, 1.4295, 1.8650)  0.231
H (2.8364, 0.5334, 1.0845)  0.347
H (1.7620, -1.6213, 1.6316)  0.259
H (0.4840, -0.8818, 2.0341)  0.231
O (-2.4643, 0.8727, -1.6420)  -0.161
C (-3.2140, 0.1314, -2.4567)  0.346
O (-2.9150, -0.5518, -3.4474)  -0.433
H (-4.2444, -0.1587, -1.9434)  0.242


Entry 2:
2 unconnected molecules or ions with the total composition C4H3N at a distorted geometry, computed with ωB97M-V with the def2-TZVPD basis set.

The HOMO energy comes out at -9.6927 eV. The largest force on an atom is 0.0382 hartree/bohr. The value obtained for the LUMO energy is -1.89 eV. Its HOMO-LUMO gap is 7.81 eV. Its molecular weight is 65.07 g mol⁻¹. Its spin multiplicity is 1.

Last column: Mulliken charge in e.
Positions of all 8 atoms, in Å:
C (-0.7176, -1.0474, -0.2366)  -0.165
C (-0.3097, -0.1405, -1.0346)  -0.143
C (0.4533, 0.9529, -0.7210)  -0.173
C (0.4176, 0.1649, 1.5059)  -0.090
N (-0.1431, -0.8415, 1.8109)  -0.477
H (-1.2336, -1.9490, 0.0408)  0.417
H (-0.0052, 1.9238, -0.5234)  0.316
H (1.5383, 0.9368, -0.8419)  0.316


Entry 3:
11 unconnected molecules or ions with the total composition C19H60O11 at a distorted geometry, computed with ωB97M-V with the def2-TZVPD basis set.

The HOMO energy comes out at -9.7628 eV. The largest force on an atom is 0.0511 hartree/bohr. The value obtained for the LUMO energy is 0.20 eV. Its HOMO-LUMO gap is 9.97 eV. Its molecular weight is 464.68 g mol⁻¹. Its spin multiplicity is 1.

Last column: Mulliken charge in e.
Positions of all 90 atoms, in Å:
C (-13.8610, 18.9835, -14.1258)  -1.461
C (-14.5543, 17.7341, -14.6509)  1.385
C (-16.0557, 17.9602, -14.7015)  -1.128
O (-14.1277, 17.3597, -15.9386)  0.772
H (-13.9172, 19.7846, -14.8654)  0.158
H (-12.8169, 18.7055, -13.9459)  0.427
H (-14.2445, 19.3596, -13.1786)  0.379
H (-14.4151, 16.9243, -13.9225)  -0.242
H (-16.6179, 17.1118, -15.0932)  0.228
H (-16.4207, 18.9017, -15.1190)  -0.332
H (-16.3246, 18.0731, -13.6428)  0.427
H (-13.2195, 17.0130, -15.9614)  -0.430
C (-18.4264, 20.4708, -13.1555)  -0.708
C (-19.1006, 20.9323, -14.4452)  0.167
C (-19.4322, 19.8095, -15.4106)  -0.364
O (-20.3803, 21.5102, -14.0566)  -0.593
H (-18.5438, 19.4124, -12.9014)  -0.156
H (-18.7348, 20.9255, -12.2138)  0.492
H (-17.3531, 20.6640, -13.2582)  0.199
H (-18.5808, 21.7674, -14.9104)  0.336
H (-20.2683, 19.2498, -14.9836)  0.427
H (-18.6214, 19.0792, -15.4657)  -0.210
H (-19.6833, 20.2004, -16.3899)  0.180
H (-20.9164, 20.8230, -13.6512)  0.328
C (-15.5177, 18.9086, -19.1573)  -0.843
C (-16.8171, 19.5865, -18.7752)  0.431
C (-17.8787, 18.6591, -18.2665)  -0.920
O (-16.5786, 20.6196, -17.8008)  -0.604
H (-15.1708, 18.3269, -18.2850)  -0.129
H (-14.7106, 19.6294, -19.2915)  0.331
H (-15.5607, 18.1297, -19.9173)  0.422
H (-17.1960, 20.1396, -19.6404)  0.310
H (-18.1079, 17.8795, -18.9991)  0.475
H (-18.8252, 19.1760, -18.1198)  0.255
H (-17.5900, 18.2137, -17.3131)  -0.072
H (-15.9700, 20.2437, -17.1506)  0.307
C (-12.7526, 19.5103, -10.5853)  -1.199
C (-11.6637, 20.1777, -11.3886)  1.080
C (-11.2242, 21.5088, -10.8174)  -1.409
O (-10.6154, 19.2804, -11.7354)  -0.595
H (-13.6844, 20.0750, -10.5849)  0.345
H (-12.3629, 19.2452, -9.6006)  0.420
H (-13.0607, 18.5575, -11.0302)  0.054
H (-12.0027, 20.5028, -12.3887)  0.048
H (-12.0847, 22.1757, -10.7280)  0.345
H (-10.5149, 21.9894, -11.4919)  0.316
H (-10.7971, 21.4292, -9.8126)  0.336
H (-10.3050, 19.4893, -12.6280)  0.286
C (-9.7028, 19.3182, -15.3925)  -0.195
O (-9.4849, 20.0763, -14.1908)  -0.549
H (-8.7598, 18.7988, -15.5839)  0.346
H (-10.5858, 18.6925, -15.3321)  -0.212
H (-9.8221, 20.0220, -16.2234)  0.340
H (-8.8794, 20.7986, -14.3604)  0.279
C (-15.1452, 14.0712, -15.6522)  -0.364
O (-15.3093, 14.9028, -16.7837)  -0.555
H (-14.6435, 13.1048, -15.7463)  0.323
H (-14.9017, 14.6237, -14.7436)  0.021
H (-16.1334, 13.6607, -15.3654)  0.210
H (-14.8494, 15.7249, -16.5333)  0.264
C (-19.1754, 15.0512, -15.0322)  -0.269
O (-19.9469, 14.3425, -14.0273)  -0.587
H (-19.5030, 16.0942, -14.9749)  0.076
H (-18.1214, 14.9063, -14.7940)  0.094
H (-19.4665, 14.6780, -16.0097)  0.348
H (-19.6672, 14.7417, -13.1890)  0.354
C (-12.1472, 14.6595, -12.2770)  -0.268
O (-12.7633, 15.0560, -11.0666)  -0.529
H (-12.5356, 13.6767, -12.5410)  0.289
H (-12.4761, 15.3130, -13.0904)  -0.107
H (-11.0587, 14.5946, -12.2576)  0.317
H (-12.5312, 15.9590, -10.8364)  0.292
C (-10.4789, 15.4267, -15.5396)  -0.790
O (-11.8533, 15.6381, -15.8872)  -0.327
H (-10.5701, 14.4702, -15.0210)  0.246
H (-9.8620, 15.3184, -16.4311)  0.343
H (-10.1257, 16.2177, -14.8788)  0.249
H (-12.0245, 15.7948, -16.8323)  0.179
C (-19.0810, 16.8362, -11.9725)  -0.484
O (-18.6823, 15.5286, -11.6017)  -0.560
H (-18.7640, 17.5508, -11.2098)  0.410
H (-18.6161, 17.1990, -12.8979)  -0.077
H (-20.1437, 16.8453, -12.2037)  0.393
H (-17.7300, 15.4100, -11.6490)  0.302
C (-12.0427, 17.8721, -18.6310)  -0.459
O (-12.4390, 16.5002, -18.4745)  -0.555
H (-12.4798, 18.2924, -19.5363)  0.350
H (-12.2921, 18.4231, -17.7300)  0.049
H (-10.9638, 17.8851, -18.8131)  0.265
H (-12.7733, 16.1680, -19.3095)  0.278


Entry 4:
C4H6ClNO2 in the gas phase at a distorted geometry, computed with ωB97M-V with the def2-TZVPD basis set.

The HOMO energy comes out at -9.8381 eV. The largest force on an atom is 0.0361 hartree/bohr. The value obtained for the LUMO energy is 0.54 eV. Its HOMO-LUMO gap is 10.38 eV. Its molecular weight is 135.55 g mol⁻¹. Its spin multiplicity is 1.

Last column: Mulliken charge in e.
Positions of all 14 atoms, in Å:
C (0.1812, 2.2760, -0.8684)  -1.124
C (-0.6284, 1.3548, 0.0118)  0.656
O (-1.6050, 1.6042, 0.6837)  -0.516
N (-0.0837, 0.0330, -0.0332)  -0.092
C (-0.4767, -1.0361, 0.7402)  0.492
O (-1.3656, -0.9810, 1.5736)  -0.550
C (0.2611, -2.3612, 0.5887)  -0.333
Cl (1.4203, -2.4605, -0.7621)  -0.251
H (0.2258, 1.9120, -1.9045)  0.325
H (1.2795, 2.2723, -0.5014)  0.289
H (-0.2467, 3.2884, -0.8161)  0.323
H (0.6785, -0.2160, -0.6777)  0.194
H (-0.4721, -3.1303, 0.4555)  0.310
H (0.8319, -2.5556, 1.5099)  0.276


Entry 5:
A molecular structure, C31H30F12N3O3S2V at a distorted geometry, computed with ωB97M-V with the def2-TZVPD basis set.

The HOMO energy (alpha / beta) comes out at -3.5894 / -2.8101 eV. The largest force on an atom is 0.0462 hartree/bohr. The value obtained for the LUMO energy (alpha / beta) is 2.38 / 2.37 eV. The net charge is -1. Its HOMO-LUMO gap (alpha / beta) is 5.96 / 5.18 eV. Its molecular weight is 835.65 g mol⁻¹. Its spin multiplicity is 2.

Last column: Mulliken charge in e.
Positions of all 82 atoms, in Å:
V (0.4090, 0.7390, 0.2379)  0.569
C (-6.5080, -0.2619, -0.2851)  -1.600
C (-5.0381, -0.2172, 0.0573)  0.345
C (-4.4069, -1.2631, 0.7245)  -1.009
C (-3.0853, -1.1670, 1.0970)  -0.608
C (-2.2945, -0.0271, 0.8504)  0.283
N (-1.0306, 0.1342, 1.4674)  0.126
C (-0.8228, -0.4171, 2.7437)  0.030
C (-1.8978, -0.6649, 3.6218)  -0.829
C (-1.7625, -1.3717, 4.8017)  -1.036
C (-0.5276, -1.8474, 5.2154)  0.344
C (-0.3645, -2.7255, 6.4337)  -1.564
C (0.5675, -1.4434, 4.4679)  -0.618
C (0.4658, -0.6970, 3.2941)  -0.449
C (1.7254, -0.0710, 2.6731)  1.976
O (1.7180, 0.0356, 1.3137)  0.353
C (1.8374, 1.3795, 3.3072)  0.279
F (2.9220, 2.0543, 2.8577)  -0.277
F (1.9160, 1.3586, 4.6511)  -0.326
F (0.7698, 2.1274, 3.0081)  -0.216
C (3.0732, -0.8066, 3.0276)  0.086
F (4.0908, -0.3329, 2.2999)  -0.246
F (3.4632, -0.7027, 4.3182)  -0.283
F (2.9660, -2.1170, 2.7474)  -0.265
C (-2.8676, 0.9153, -0.0404)  -0.504
C (-4.2310, 0.8292, -0.3417)  -0.685
C (-2.0211, 1.9604, -0.8019)  1.848
O (-0.6918, 1.6560, -0.8737)  -0.809
C (-2.1634, 3.3735, -0.1450)  0.534
F (-3.4332, 3.7028, 0.1443)  -0.294
F (-1.6605, 4.3459, -0.9319)  -0.314
F (-1.4822, 3.4287, 1.0154)  -0.200
C (-2.5124, 2.0864, -2.3006)  0.310
F (-3.5359, 2.9719, -2.4342)  -0.294
F (-1.5296, 2.5200, -3.0916)  -0.225
F (-2.9281, 0.9192, -2.7955)  -0.246
H (-7.0940, -0.6619, 0.5445)  0.385
H (-6.6997, -0.8937, -1.1575)  0.284
H (-6.8842, 0.7367, -0.5122)  0.390
H (-4.9646, -2.1648, 0.9659)  0.395
H (-2.6264, -1.9942, 1.6218)  0.640
H (-2.8780, -0.3017, 3.3426)  0.610
H (-2.6455, -1.5581, 5.4104)  0.342
H (-1.3368, -3.0306, 6.8280)  0.380
H (0.1778, -2.2159, 7.2366)  0.299
H (0.1945, -3.6325, 6.1900)  0.332
H (1.5462, -1.7009, 4.8480)  0.484
H (-4.6777, 1.6133, -0.9437)  0.330
C (5.1745, -4.4347, 0.2767)  -1.463
C (4.2452, -3.4055, -0.3195)  1.137
C (2.9831, -3.7638, -0.7830)  -0.742
C (2.1007, -2.8068, -1.2733)  -0.424
C (2.4914, -1.4818, -1.3085)  -0.024
C (3.7415, -1.0980, -0.8431)  -0.221
C (4.6114, -2.0629, -0.3625)  -0.748
S (1.2678, -0.2843, -1.8691)  1.345
C (2.1614, 0.2063, -3.3533)  -1.511
O (0.1133, -1.0730, -2.4038)  -0.805
H (4.9453, -5.4344, -0.0946)  0.383
H (5.0738, -4.4531, 1.3658)  0.253
H (6.2176, -4.2116, 0.0456)  0.365
H (2.6771, -4.8046, -0.7413)  0.309
H (1.1054, -3.0637, -1.6189)  0.506
H (4.0194, -0.0478, -0.8266)  0.080
H (5.5824, -1.7628, 0.0206)  0.297
H (2.2946, -0.6964, -3.9489)  0.427
H (3.1152, 0.6586, -3.0665)  0.414
H (1.5337, 0.9381, -3.8668)  0.375
C (1.3039, 4.6718, 2.3533)  -1.173
N (1.5228, 4.0468, 1.0527)  0.026
C (2.6674, 3.6942, 0.4474)  0.643
S (2.5835, 2.5423, -0.7956)  -0.482
N (3.8557, 4.2434, 0.7749)  -0.149
C (4.2268, 5.1044, 1.8902)  -0.940
H (0.2701, 4.4794, 2.6266)  0.252
H (1.4458, 5.7502, 2.3227)  0.385
H (1.9360, 4.2423, 3.1270)  0.358
H (0.7570, 3.4803, 0.7153)  -0.133
H (4.6046, 3.8073, 0.2678)  0.255
H (3.5630, 5.9574, 1.9770)  0.306
H (5.2249, 5.4874, 1.6907)  0.387
H (4.2498, 4.5731, 2.8424)  0.256


Entry 6:
A gas-phase ion, C2H2NO3S2 (charge -1) at a distorted geometry, computed with ωB97M-V with the def2-TZVPD basis set.

The HOMO energy comes out at -4.5415 eV. The largest force on an atom is 0.0847 hartree/bohr. The value obtained for the LUMO energy is 3.26 eV. The net charge is -1. Its HOMO-LUMO gap is 7.80 eV. Its molecular weight is 152.18 g mol⁻¹. Its spin multiplicity is 1.

Last column: Mulliken charge in e.
Positions of all 10 atoms, in Å:
O (-1.6699, -1.5628, 0.8447)  -0.689
C (-0.9773, -0.7823, 0.1985)  0.604
C (-0.1449, 0.2636, 1.0380)  -0.505
S (1.1813, 0.9675, 0.0746)  0.249
O (2.1976, -0.0621, -0.1008)  -0.542
S (-0.0957, 0.7137, -1.8249)  0.345
O (0.8639, 0.0997, -2.7571)  -0.534
N (-1.0568, -0.5558, -1.0671)  -0.510
H (-0.6800, 1.0463, 1.6063)  0.317
H (0.3819, -0.1278, 1.9880)  0.265